Record 1
# C2H3NO2S

A molecular structure, C2H3NO2S (ωB97M-V with the def2-TZVPD basis set, OMol25).

Atoms and positions in Å:
S: -0.3156 -1.3791 0.0084
O: -0.7922 -1.8284 -1.2795
O: -0.7969 -1.8533 1.2709
N: -3.2852 -0.0912 0.1174
C: -0.3947 0.4184 -0.0608
C: -2.1701 0.1388 0.0492
H: -0.1923 0.9305 0.8812
H: 0.0937 0.9921 -0.9301
H: 1.1975 -1.5491 -0.1394

Properties
E (eV): -18539.0403
M (g mol⁻¹): 105.12
Total charge: 0
Energy relative to the best compared isomer or geometry (same formula, charge and spin) (kcal per mole): 101.7
Multiplicity: 1
F_max (eV/Å): 4.95
E_HOMO (eV): -11.68

natural (NBO) atomic charge list, values in e, 5 entries: 1.9832, -0.9073, -0.8781, -0.2986, -0.6447

=====

Record 2
# C7H9N2O4PS

2 unconnected molecules or ions with the total composition C7H9N2O4PS (ωB97M-V with the def2-TZVPD basis set, OMol25).

Atoms and positions in Å:
S: -4.4347 -0.8434 0.3519
P: 1.9248 -1.3227 -0.2451
O: 2.5243 -0.7399 1.2314
O: 0.4923 -0.8613 -0.2938
O: 1.6667 -2.9636 -0.0687
O: 3.0485 -1.1833 -1.2411
N: -2.2284 -2.1602 0.4998
N: -2.1313 0.2116 -0.0313
C: 0.5942 2.0874 -1.4164
C: 1.3281 2.3591 -0.3097
C: 0.9533 1.8767 0.9028
C: -2.7495 -0.8808 0.2541
C: -0.9003 0.7003 -0.1516
C: -0.5844 1.3021 -1.3594
C: -0.2020 1.0364 1.0254
H: 1.5334 1.9663 1.7666
H: 0.6928 2.6963 -2.3390
H: -2.9913 -2.9562 0.4403
H: 2.1717 2.9889 -0.5004
H: 0.6864 -2.7830 0.0537
H: -1.2804 1.1932 -2.2054
H: -0.5876 0.9446 1.9663
H: 1.8774 -0.3798 1.7105
H: -1.4039 -2.2888 -0.0408

Properties
E (eV): -38701.1881
M (g mol⁻¹): 248.20
Total charge: -2
Multiplicity: 1
F_max (eV/Å): 6.52
E_HOMO (eV): -0.36

natural (NBO) atomic charge list, values in e, 5 entries: -0.5889, 2.4942, -1.0120, -1.2016, -1.0270